Entry 1:
The following is a quantum chemistry calculation of C28H38BBiN7O4S3 as an isolated structure, from OMol25.

Geometry (Å):
1 Bi 0.398013 0.488840 -1.373400
2 C -3.352281 2.469664 -2.008559
3 C -4.252442 2.170077 -0.808079
4 C -4.153060 3.258920 0.260082
5 C -5.698690 2.076073 -1.288755
6 N -3.855609 0.851073 -0.194175
7 C -4.717195 -0.214094 -0.006226
8 C -4.024642 -1.188845 0.613260
9 N -2.742114 -0.732750 0.817735
10 B -1.710858 -1.644180 1.526887
11 N -0.693947 -0.796880 2.350004
12 C -1.097826 -0.299716 3.569862
13 C -0.091377 0.435194 4.075546
14 N 0.947887 0.396926 3.161642
15 C 0.563391 -0.378940 2.116526
16 S 1.525304 -0.750884 0.722800
17 C 2.278122 1.068908 3.375163
18 C 2.221912 1.875287 4.671147
19 C 3.360931 -0.002146 3.503633
20 C 2.567056 2.040925 2.227157
21 N -1.024998 -2.652640 0.566337
22 C -0.433689 -3.773816 1.110695
23 C 0.091682 -4.496385 0.108640
24 N -0.181254 -3.826146 -1.073838
25 C -0.874150 -2.695933 -0.776629
26 S -1.462809 -1.521367 -1.911125
27 C 0.258513 -4.305264 -2.431221
28 C 1.023333 -5.617561 -2.269055
29 C 1.197196 -3.271988 -3.057315
30 C -0.966259 -4.568725 -3.305618
31 C -2.656796 0.519295 0.333014
32 S -1.248232 1.540942 0.373639
33 H -3.807925 3.262051 -2.602525
34 H -3.254643 1.585677 -2.644243
35 H -2.357178 2.797362 -1.719498
36 H -4.410355 4.219959 -0.186115
37 H -3.142810 3.334688 0.658918
38 H -4.847225 3.059445 1.079557
39 H -5.960818 3.034659 -1.732181
40 H -6.398468 1.890032 -0.472757
41 H -5.818271 1.310220 -2.057769
42 H -5.736690 -0.211979 -0.339724
43 H -4.333712 -2.174562 0.916950
44 H -2.328988 -2.291864 2.330664
45 H -2.077221 -0.500723 3.969646
46 H -0.046236 0.984262 4.995878
47 H 2.075438 1.238979 5.545052
48 H 1.442056 2.638475 4.640169
49 H 3.178092 2.381284 4.792309
50 H 3.152175 -0.652480 4.355561
51 H 4.327799 0.477133 3.665650
52 H 3.424626 -0.611802 2.603528
53 H 1.704961 2.689185 2.049415
54 H 2.809514 1.518627 1.305456
55 H 3.415985 2.667831 2.502403
56 H -0.438377 -3.959518 2.171805
57 H 0.625970 -5.425676 0.150282
58 H 1.934926 -5.488976 -1.682372
59 H 1.313067 -5.959738 -3.260914
60 H 0.406064 -6.396014 -1.817748
61 H 1.985254 -2.993849 -2.353918
62 H 0.659825 -2.373598 -3.354623
63 H 1.660807 -3.700665 -3.947073
64 H -1.608293 -5.323814 -2.846831
65 H -0.633660 -4.943684 -4.274597
66 H -1.548456 -3.665487 -3.470815
67 O 5.353807 0.026339 -1.195320
68 C 4.077530 0.309477 -1.442338
69 O 3.263601 -0.517938 -1.778627
70 C 3.775171 1.769921 -1.347810
71 C 4.767152 2.725724 -1.245728
72 C 4.397949 4.067354 -1.286104
73 C 3.069967 4.395093 -1.464052
74 C 2.135895 3.367101 -1.561088
75 N 2.482230 2.091606 -1.464039
76 C 0.671878 3.670111 -1.880283
77 O 0.322304 4.833850 -1.874924
78 O -0.041819 2.634171 -2.173685
79 H 5.493421 -0.922731 -1.322488
80 H 5.801330 2.425864 -1.161342
81 H 5.151073 4.840461 -1.210815
82 H 2.716169 5.414294 -1.540673

Forces on the atoms, in the same order (eV/Å):
Bi -0.1 0.2 -0.4
C 0.1 -0.1 0.0
C 0.0 0.1 0.0
C 0.0 -0.1 0.0
C 0.0 -0.1 0.0
N -0.1 0.1 0.1
C 0.1 0.1 -0.1
C 0.1 0.0 0.0
N -0.1 0.1 0.2
B 0.0 0.0 -0.1
N 0.1 -0.2 0.1
C -0.1 0.0 -0.1
C 0.1 0.1 -0.1
N 0.1 -0.1 0.1
C -0.2 0.3 0.0
S 0.1 -0.1 0.1
C 0.1 0.0 0.0
C -0.1 0.0 0.0
C -0.1 0.0 0.0
C -0.1 0.0 0.0
N -0.1 0.0 -0.1
C 0.0 0.1 0.0
C 0.0 0.0 -0.1
N 0.0 0.0 0.0
C 0.2 -0.1 0.2
S -0.1 -0.1 0.2
C 0.0 0.0 -0.1
C 0.0 0.0 0.1
C 0.0 0.1 0.0
C 0.0 0.0 0.0
C 0.1 -0.3 -0.2
S -0.1 0.0 0.1
H 0.0 0.0 0.0
H 0.0 0.0 0.0
H -0.1 0.0 0.0
H 0.0 0.0 0.0
H 0.0 0.0 0.0
H 0.0 0.0 0.0
H 0.0 0.0 0.0
H 0.0 0.0 0.0
H 0.0 0.0 0.0
H 0.0 0.1 0.0
H 0.0 0.1 0.0
H 0.0 0.0 0.0
H 0.1 0.0 0.0
H 0.1 0.0 0.0
H 0.0 0.0 0.0
H 0.0 0.0 0.0
H 0.0 0.0 0.0
H 0.0 0.0 0.0
H 0.0 0.0 0.0
H 0.0 0.0 0.0
H 0.0 0.0 0.0
H 0.0 0.0 0.0
H 0.0 0.0 0.0
H 0.0 0.0 -0.1
H 0.0 0.0 -0.1
H 0.0 0.0 0.0
H 0.0 0.0 0.0
H 0.0 0.0 0.0
H 0.0 0.0 0.0
H 0.0 0.0 0.0
H 0.0 0.0 0.0
H 0.0 0.0 0.0
H 0.0 0.0 0.0
H 0.0 0.0 0.0
O 0.1 0.1 0.1
C -0.1 -0.1 -0.2
O -0.1 0.0 0.2
C 0.0 0.1 0.1
C 0.1 0.0 0.0
C 0.0 0.0 0.0
C 0.0 0.0 0.0
C 0.0 -0.1 0.0
N 0.1 0.0 -0.1
C -0.1 0.1 -0.1
O 0.0 -0.2 0.0
O 0.2 0.0 0.2
H 0.0 -0.1 0.0
H 0.0 0.0 0.0
H 0.0 0.0 0.0
H 0.0 0.0 0.0

As for the LUMO energy: -3.0 eV. Its calculated total energy is -3208.11914 a.u. The HOMO-LUMO gap comes out at 0.270 Ha. The charge is +1.

---

Entry 2:
The following is a quantum chemistry calculation of one molecule with the formula C4H8O2, from OMol25.

Geometry (Å):
1 C 1.554471 0.475419 0.021334
2 C 0.129631 -0.007555 0.130750
3 C -0.769087 0.217450 -1.084162
4 O -2.129179 0.227199 -0.739565
5 C -0.217783 -1.073532 1.066104
6 O -0.514163 0.290671 1.372116
7 H 1.590740 1.485782 -0.401193
8 H 2.151596 -0.184624 -0.616921
9 H 2.006493 0.504303 1.016924
10 H -0.626008 -0.598834 -1.800554
11 H -0.469290 1.152951 -1.585045
12 H -2.189924 0.736869 0.082696
13 H 0.566181 -1.524253 1.675680
14 H -1.083680 -1.701847 0.861837

Forces on the atoms, in the same order (eV/Å):
C 0.0 0.0 0.0
C 0.1 0.0 -0.2
C 0.3 0.0 -0.1
O -0.1 0.1 0.1
C 0.0 -0.3 0.0
O 0.0 0.2 0.1
H 0.0 -0.1 0.1
H -0.1 0.1 0.0
H 0.0 -0.1 -0.2
H 0.1 0.1 0.0
H -0.1 -0.1 0.1
H -0.1 -0.2 -0.1
H -0.1 0.1 -0.1
H 0.1 0.1 0.0

As for the LUMO energy: 0.9 eV. Its calculated total energy is -307.64332 a.u. The HOMO-LUMO gap comes out at 0.413 Ha. Its energy relative to the best compared isomer or geometry (same formula, charge and spin) is 43.4 kcal/mol.

---

Entry 3:
The following is a quantum chemistry calculation of one molecule with the formula C4H6OS3 in a non-equilibrium geometry, from OMol25.

Geometry (Å):
1 C -0.978952 -1.612803 1.250632
2 S -1.669975 -0.931782 -0.302963
3 C -0.289453 0.143764 -0.777590
4 C 1.002239 -0.505229 -1.123980
5 S 1.538633 -0.632551 -2.605647
6 O 0.011204 0.978773 0.361486
7 C 0.448035 2.195586 0.116340
8 S 0.923462 3.262746 1.239484
9 H -1.765638 -2.054829 1.842752
10 H -0.475263 -0.820520 1.776483
11 H -0.287245 -2.409158 0.955567
12 H -0.638701 0.732119 -1.588777
13 H 1.603255 -0.827225 -0.186122
14 H 0.578400 2.481108 -0.957665

Forces on the atoms, in the same order (eV/Å):
C 0.4 -0.5 -1.1
S 0.2 0.0 0.2
C 0.0 -0.3 1.3
C 0.8 -0.7 1.9
S 0.4 -0.2 -0.7
O -0.4 0.0 0.2
C 1.0 1.3 -0.6
S -0.3 -0.4 -0.1
H -0.3 0.1 0.1
H 0.1 0.1 0.3
H 0.0 0.2 0.4
H -0.4 0.5 -0.8
H -0.9 0.4 -1.6
H -0.4 -0.5 0.7

As for the LUMO energy: -0.9 eV. Its calculated total energy is -1425.74680 a.u. The HOMO-LUMO gap comes out at 0.299 Ha. Its energy relative to the best compared isomer or geometry (same formula, charge and spin) is 35.9 kcal/mol.

---

Entry 4:
The following is a quantum chemistry calculation of C43H39IrN7O2P2S3Te as an isolated structure, from OMol25.

Geometry (Å):
1 Ir -1.230254 0.511817 -0.104453
2 O -3.100729 -3.485167 1.166785
3 C -2.966070 -3.248919 2.496990
4 C -3.228886 -4.318899 3.348904
5 C -3.117319 -4.163862 4.714332
6 C -2.742854 -2.937172 5.262162
7 C -2.480032 -1.877869 4.424035
8 C -2.580849 -2.009664 3.032027
9 C -2.250539 -0.857042 2.178743
10 O -2.226279 -1.047791 0.876940
11 N -1.925574 0.270829 2.725620
12 N -1.626094 1.245928 1.761803
13 C -1.953099 2.439227 2.145269
14 S -2.638604 2.666043 3.728805
15 C -2.696147 4.475753 3.598766
16 C -2.980569 4.831714 2.156392
17 S -1.845032 3.850629 1.132876
18 H -2.949134 -2.642407 0.706672
19 H -3.529230 -5.260498 2.909618
20 H -3.329711 -5.003042 5.363604
21 H -2.665296 -2.817663 6.333611
22 H -2.188039 -0.917639 4.827320
23 H -1.746582 4.892435 3.931945
24 H -3.489413 4.823214 4.259465
25 H -2.781496 5.880558 1.941611
26 H -4.003999 4.589273 1.874432
27 Te 3.700095 1.182998 -0.320639
28 C 4.680641 -0.670696 -0.504141
29 C 5.613644 -0.789177 -1.523983
30 C 6.270226 -2.008161 -1.664270
31 N 6.047514 -3.054381 -0.877634
32 C 5.164142 -2.914751 0.105987
33 C 4.456540 -1.743975 0.342377
34 C 1.764712 0.629460 -0.486936
35 P 0.737681 -0.617861 0.278528
36 C 1.158415 -1.104428 1.957174
37 C 1.528899 -2.414299 2.272708
38 C 1.796289 -2.760308 3.587418
39 C 1.699908 -1.807052 4.591481
40 C 1.334339 -0.503936 4.284524
41 C 1.061290 -0.153894 2.974005
42 C 0.760662 -2.120097 -0.731371
43 C -0.136965 -3.157020 -0.446719
44 C -0.219394 -4.250233 -1.295712
45 C 0.594691 -4.322965 -2.422166
46 C 1.491293 -3.301172 -2.702929
47 C 1.570321 -2.195774 -1.864300
48 P 0.494340 1.848725 -0.861040
49 C 1.114147 3.407298 -0.181960
50 C 1.377203 3.495797 1.186535
51 C 1.949844 4.638837 1.711847
52 C 2.264832 5.704860 0.874976
53 C 2.004207 5.624049 -0.483655
54 C 1.431791 4.475450 -1.017122
55 C 0.366665 2.084444 -2.655259
56 C 1.341880 1.649853 -3.550440
57 C 1.139031 1.790078 -4.918621
58 C -0.032765 2.362710 -5.392239
59 C -1.010561 2.795806 -4.502533
60 C -0.818898 2.648699 -3.137790
61 H 5.834231 0.022560 -2.205514
62 H 7.004394 -2.142186 -2.450134
63 H 5.016523 -3.778176 0.745166
64 H 3.776363 -1.681170 1.180023
65 H 1.601881 -3.168536 1.500850
66 H 2.075561 -3.777117 3.828089
67 H 1.904999 -2.082451 5.617329
68 H 1.244062 0.235502 5.068742
69 H 0.740389 0.852743 2.749636
70 H -0.770682 -3.109505 0.430005
71 H -0.914708 -5.048324 -1.070485
72 H 0.535802 -5.184069 -3.074874
73 H 2.136025 -3.366403 -3.569617
74 H 2.267237 -1.395481 -2.085059
75 H 1.131805 2.671047 1.843527
76 H 2.151643 4.702430 2.772920
77 H 2.716368 6.597658 1.286497
78 H 2.251359 6.451126 -1.135364
79 H 1.233345 4.423035 -2.079429
80 H 2.257609 1.203972 -3.182365
81 H 1.899366 1.457740 -5.612878
82 H -0.184970 2.477184 -6.457285
83 H -1.919887 3.249041 -4.875297
84 H -1.585607 2.971958 -2.439606
85 C -2.067647 -1.621763 -4.747989
86 C -2.906921 -0.726130 -3.920499
87 N -4.082927 -0.277493 -4.200585
88 N -4.424964 0.519494 -3.140363
89 C -3.486186 0.581854 -2.197512
90 S -3.434962 1.435183 -0.745072
91 N -2.511512 -0.224709 -2.687708
92 N -1.298019 -0.461902 -2.017130
93 H -2.619613 -1.883133 -5.646765
94 H -1.819295 -2.538957 -4.209579
95 H -1.139370 -1.124045 -5.037588
96 H -5.320708 0.981816 -3.127518
97 H -1.173312 -1.472703 -1.913467
98 H -0.542499 -0.108756 -2.613477

Forces on the atoms, in the same order (eV/Å):
Ir -0.2 -0.2 0.6
O 0.0 0.0 0.0
C 0.0 0.0 0.0
C 0.0 0.0 0.0
C 0.0 0.0 0.0
C 0.0 0.0 0.0
C 0.0 0.0 0.0
C 0.0 0.0 0.0
C 0.2 -0.2 0.0
O -0.3 0.0 -0.4
N 0.0 0.0 0.0
N 0.1 0.1 -0.1
C -0.1 0.0 0.1
S 0.0 0.0 0.0
C 0.0 0.0 0.0
C 0.0 0.0 0.0
S 0.0 0.0 0.0
H 0.0 0.0 0.0
H 0.0 0.0 0.0
H 0.0 0.0 0.0
H 0.0 0.0 0.0
H 0.0 0.0 0.0
H 0.0 0.0 0.0
H 0.0 0.0 0.0
H 0.0 0.0 0.0
H 0.0 0.0 0.0
Te 0.0 0.0 0.0
C 0.0 0.0 -0.1
C 0.0 0.0 0.0
C 0.0 0.0 0.0
N 0.0 0.0 0.0
C 0.0 0.0 0.0
C 0.0 0.1 0.1
C -0.1 0.2 0.3
P 0.1 -0.1 0.0
C 0.1 0.0 0.0
C -0.1 0.0 0.0
C 0.0 0.0 0.0
C 0.0 0.0 0.0
C 0.0 0.0 0.0
C 0.0 0.0 0.0
C 0.1 0.0 0.0
C 0.0 0.1 0.0
C 0.0 0.0 0.0
C 0.0 0.0 0.0
C 0.0 0.0 0.0
C 0.0 0.0 0.0
P -0.1 0.0 -0.1
C 0.0 0.0 -0.2
C 0.1 0.0 0.0
C 0.0 0.0 0.0
C 0.0 0.0 0.0
C 0.0 0.0 0.0
C -0.1 0.0 0.0
C 0.0 -0.1 0.0
C 0.0 0.0 0.0
C 0.0 0.0 0.0
C 0.0 0.0 0.0
C 0.0 0.0 0.0
C 0.0 0.0 0.0
H 0.0 0.0 0.0
H 0.0 0.0 0.0
H 0.0 0.0 0.0
H 0.0 0.0 0.0
H 0.0 0.0 0.0
H 0.0 0.0 0.0
H 0.0 0.0 0.0
H 0.0 0.0 0.0
H 0.0 0.0 0.0
H 0.0 0.0 0.0
H 0.0 0.0 0.0
H 0.0 0.0 0.0
H 0.0 0.0 0.0
H 0.0 0.0 0.0
H 0.0 0.0 0.0
H 0.0 0.0 0.0
H 0.0 0.0 0.0
H 0.0 0.0 0.0
H 0.0 0.0 0.0
H 0.0 0.0 0.0
H 0.0 0.0 0.0
H 0.0 0.0 0.0
H 0.0 0.0 0.0
H 0.0 0.0 0.0
C 0.0 0.0 0.0
C 0.0 0.0 0.0
N 0.0 0.0 0.0
N 0.1 0.0 0.0
C 0.0 -0.1 0.0
S 0.1 0.1 -0.1
N 0.0 0.0 0.0
N 0.0 0.2 -0.1
H 0.0 0.0 0.0
H 0.0 0.0 0.0
H 0.0 0.0 0.0
H 0.0 0.0 0.0
H 0.0 0.0 0.1
H 0.0 -0.1 0.0

As for the LUMO energy (alpha / beta): -4.9 / -7.2 eV. Its calculated total energy is -4444.96178 a.u. As for the spin multiplicity: 2. The HOMO-LUMO gap (alpha / beta) comes out at 0.274 / 0.189 Ha. The charge is +2. Its energy relative to the best compared isomer or geometry (same formula, charge and spin) is 0.0 kcal/mol.